Entry 1:
The following is a DFT calculation (ωB97M-V with the def2-TZVPD basis set) of 4 unconnected molecules or ions with the total composition C25H31BrN2O11 at a distorted geometry.

Values from the calculation:
Lowest unoccupied orbital energy (eV): -7.321
Frontier orbital gap (eV): 6.39
Net charge: +2
Relative energy (zero: lowest compared OMol25 entry of this formula, charge and spin) (kJ/mol): 38.5
HOMO energy (eV): -13.710

Positions of all 70 atoms, in Å:
O 7.4778 0.7278 2.4063
C 6.3932 0.2054 2.3155
O 6.3182 -1.1379 2.0534
C 5.0993 1.0254 2.4700
C 4.8152 1.8283 1.1665
N 3.4077 1.5969 0.7200
C 3.1210 1.0332 -0.4461
C 1.8190 0.8082 -0.8237
C 0.7952 1.1838 0.0239
C -0.6526 0.9508 -0.2683
C -1.0556 -0.3820 -0.4269
C -2.3719 -0.6601 -0.6576
N -3.2528 0.3452 -0.7270
C -4.6772 0.0128 -0.9343
C -5.5683 0.3075 0.2975
C -4.8675 0.1349 1.6698
Br -4.9592 1.7960 2.7086
C -2.8875 1.6157 -0.6147
C -1.5810 1.9684 -0.3810
C 1.1164 1.7896 1.2474
C 2.4301 1.9815 1.5596
H 5.5922 -1.5249 2.5655
H 5.1570 1.6586 3.3582
H 4.2827 0.2980 2.6014
H 4.8895 2.9107 1.3181
H 5.5295 1.5599 0.3839
H 3.9243 0.7156 -1.1070
H 1.5521 0.3340 -1.7677
H -0.3097 -1.1690 -0.3625
H -2.6779 -1.6952 -0.7705
H -5.0631 0.6156 -1.7661
H -4.8311 -1.0249 -1.2433
H -5.9388 1.3362 0.2318
H -6.4638 -0.3625 0.3184
H -3.8075 -0.1322 1.6137
H -5.3572 -0.6661 2.2303
H -3.6722 2.3631 -0.7048
H -1.2988 3.0119 -0.2819
H 0.3679 2.0915 1.9745
H 2.7136 2.4215 2.5116
C 8.0966 -3.9129 2.0727
C 9.1145 -4.5423 1.1530
O 8.9133 -5.9381 1.3781
C 7.6471 -6.1080 1.8395
O 7.1091 -7.1548 1.9664
O 7.0740 -4.9062 2.1389
H 7.7025 -2.9786 1.6866
H 8.4918 -3.7444 3.0772
H 8.9213 -4.3231 0.1005
H 10.1350 -4.2523 1.3917
C -10.6513 -2.1037 -0.3867
C -9.5490 -1.7073 -1.3352
O -8.6064 -1.0554 -0.4693
C -8.8270 -1.5334 0.7939
O -8.1170 -1.3255 1.7291
O -9.9502 -2.2695 0.8490
H -11.1468 -3.0260 -0.6784
H -11.4019 -1.3217 -0.2633
H -9.0638 -2.5689 -1.7976
H -9.8890 -1.0315 -2.1162
C 0.5585 4.4556 -3.3819
C 1.6431 3.8871 -4.2626
O 1.5184 2.4755 -4.0308
C 0.2559 2.2355 -3.6153
O -0.2157 1.1458 -3.4919
O -0.3999 3.3887 -3.3454
H 0.1160 5.3618 -3.7872
H 0.9042 4.6543 -2.3644
H 1.4736 4.0860 -5.3210
H 2.6350 4.2402 -3.9921

***

Entry 2:
The following is a DFT calculation (ωB97M-V with the def2-TZVPD basis set) of a molecular structure, C13H20I2N2O5P2Tl at a distorted geometry.

Values from the calculation:
Lowest unoccupied orbital energy (eV): -14.501
Frontier orbital gap (eV): 3.61
Net charge: +3
HOMO energy (eV): -18.109

Positions of all 45 atoms, in Å:
C -0.9704 -3.8336 3.1348
C -0.4370 -3.4369 1.6340
C 0.8831 -2.4758 1.7804
C 0.5254 -0.8432 1.7202
C 1.9273 -0.0529 1.2628
C 1.9453 0.2243 -0.3444
C 1.1951 1.5852 -0.8698
C 2.3804 2.3604 -1.7782
N 3.3290 2.9420 -2.4704
C 0.0192 1.3097 -2.0131
C 0.8687 0.4812 -3.2076
N 1.5270 -0.2404 -4.0855
C -1.1652 0.2925 -1.5884
I -0.9817 -1.8562 -2.1916
C -2.4296 0.5704 -0.8639
C -3.5378 -0.6332 -0.5143
I -2.9381 2.5783 -0.2302
P -0.5119 2.8874 -2.9810
O 0.5982 3.1385 -4.3449
O -2.0183 2.4142 -3.7954
P 0.7647 2.8649 0.4665
O 2.1855 3.3132 1.0947
O 0.0573 4.3534 -0.0937
O -0.1634 2.2937 1.8190
H -0.4591 -3.1752 3.9610
H -2.1405 -3.7681 3.1184
H -0.6506 -4.9599 3.3583
H -0.0632 -4.4559 1.1379
H -1.2538 -3.0100 0.9128
H 1.5560 -2.6625 0.8121
H 1.5865 -2.7466 2.6946
H 0.2208 -0.5020 2.8226
H -0.3441 -0.6198 0.9669
H 2.1887 0.8543 1.9493
H 2.7840 -0.8607 1.4669
H 1.5318 -0.7811 -0.8384
H 3.0982 0.2380 -0.6586
H -4.4863 -0.1438 0.0196
H -3.9318 -0.9969 -1.5804
H -3.0698 -1.4960 0.1228
H 1.3246 3.7585 -4.0017
H -1.7672 2.0195 -4.7041
H 0.5135 5.1498 0.3190
H -0.5260 3.1062 2.3040
Tl 0.8352 -5.1848 4.2771

***

Entry 3:
The following is a DFT calculation (ωB97M-V with the def2-TZVPD basis set) of C3H9INP in the gas phase at a distorted geometry.

Values from the calculation:
Lowest unoccupied orbital energy (spin up / spin down) (eV): -0.905 / -1.066
Frontier orbital gap (spin up / spin down) (eV): 7.88 / 6.55
Net charge: 0
Relative energy (zero: lowest compared OMol25 entry of this formula, charge and spin) (kJ/mol): 296.5
HOMO energy (spin up / spin down) (eV): -8.787 / -7.615

Positions of all 15 atoms, in Å:
C -0.2511 1.0325 0.6084
C 1.6398 1.1776 -1.1755
C 0.6592 0.2490 -0.3537
N -0.1894 -0.4282 -1.3255
P -2.5072 -2.5626 1.2195
I -0.5914 -2.3263 -0.9845
H 0.4216 1.6356 1.2733
H -0.8617 1.6427 -0.0982
H -0.8461 0.1085 1.0627
H 1.0329 1.9774 -1.5254
H 1.8931 0.5107 -1.9729
H 2.4242 1.4933 -0.5230
H 1.2809 -0.4474 0.1812
H -2.6080 -1.0838 1.3293
H -1.4969 -2.9790 2.2842

***

Entry 4:
The following is a DFT calculation (ωB97M-V with the def2-TZVPD basis set) of 3 unconnected molecules or ions with the total composition C4H11NO2 at a distorted geometry.

Values from the calculation:
Lowest unoccupied orbital energy (eV): -3.338
Frontier orbital gap (eV): 4.92
Net charge: 0
Relative energy (zero: lowest compared OMol25 entry of this formula, charge and spin) (kJ/mol): 1009.7
HOMO energy (eV): -8.260

Positions of all 18 atoms, in Å:
C -2.0908 0.1640 0.6647
N -1.1085 -0.1413 -0.3526
C 0.2025 0.2766 0.0752
C 1.5090 -0.3029 -0.4587
C 2.2712 -0.4243 0.7982
O 3.2059 0.3321 1.0579
H -3.0715 0.5145 0.2587
H -2.2867 -0.7559 1.2753
H -1.8385 0.9159 1.4050
H -0.1814 -0.3878 0.8282
H 0.3054 1.4077 0.2691
H 0.4356 -0.1008 2.2743
H 2.0916 0.4695 -0.9619
H 1.3196 -1.1191 -1.1656
H 1.7349 -0.9566 1.6096
H -1.1664 -0.0257 -1.3579
H -0.9083 0.1450 -3.5174
O -0.4237 -0.0107 -2.7021

***

Entry 5:
The following is a DFT calculation (ωB97M-V with the def2-TZVPD basis set) of 2 unconnected molecules or ions with the total composition C4H11N2O at a distorted geometry.

Values from the calculation:
Lowest unoccupied orbital energy (eV): -3.273
Frontier orbital gap (eV): 9.52
Net charge: +1
Relative energy (zero: lowest compared OMol25 entry of this formula, charge and spin) (kJ/mol): 387.4
HOMO energy (eV): -12.795

Positions of all 18 atoms, in Å:
C -0.0924 1.7691 -0.6040
C -0.8119 -1.1945 -1.2100
C 0.9340 -0.8739 2.0880
C -0.4976 -0.3878 0.0555
N -0.8417 2.1654 -1.5738
N 0.8056 -0.5112 0.6486
O 0.9071 2.0298 -0.0312
H -0.9589 -2.2379 -0.9715
H 0.0895 -1.2783 -1.7730
H -1.8382 -0.8470 -1.6414
H 0.6494 0.1538 2.6277
H 0.4630 -1.7896 2.4772
H 2.0482 -0.9147 2.2974
H -1.2177 -0.1926 0.9293
H -1.6731 1.7429 -1.8708
H -0.7228 2.9319 -2.2574
H 1.1715 0.4282 0.6793
H 1.5859 -0.9935 0.1300